Entry 1:
Molecular formula: C23H27N3O6S
Method: DFT, ωB97M-V/def2-TZVPD

ORCA input file:
```
! RIJCOSX wB97M-V def2-TZVPD def2/J DEFGRID3
* xyz 0 1
S -3.841 -2.295 -1.207
O -5.010 -2.409 -0.384
O 3.219 3.019 3.367
O 1.236 -3.088 -2.194
O -3.653 -3.300 -2.238
O 0.923 -2.324 3.564
O 3.014 3.303 1.126
N 2.058 -1.201 1.967
N -1.003 -3.318 -1.822
N 3.303 1.243 2.023
C -2.378 -2.240 -0.163
C -0.050 -2.576 0.290
C 2.072 -0.434 0.732
C -4.985 1.348 -2.528
C 3.394 0.415 3.213
C -1.452 -1.481 1.916
C -3.869 1.803 -3.221
C 3.164 2.587 2.088
C 3.155 4.433 3.549
C -0.114 -4.173 -3.863
C 3.214 -1.051 2.824
C 3.232 0.566 0.751
C -3.850 -0.683 -1.997
C 4.514 5.086 3.339
C -2.740 0.989 -3.286
C -4.978 0.107 -1.914
C -2.726 -0.252 -2.678
C -0.201 -1.938 1.511
C 0.145 -3.476 -2.550
C 0.964 -1.836 2.450
C -1.132 -2.717 -0.578
C -2.535 -1.638 1.072
C -3.875 3.134 -3.903
H -5.832 -0.264 -1.370
H -2.934 3.655 -3.740
H -4.691 3.755 -3.542
H 4.443 6.150 3.548
H -1.851 -0.881 -2.730
H -1.896 -3.564 -2.255
H 4.101 -1.430 2.309
H 0.810 -4.230 -4.432
H 2.187 -1.090 -0.138
H 2.609 0.713 3.915
H 3.038 -1.654 3.717
H 2.807 4.568 4.575
H -3.998 2.999 -4.978
H 2.425 4.850 2.848
H -0.865 -3.634 -4.436
H 3.081 1.328 -0.016
H 5.253 4.641 4.001
H -3.523 -1.312 1.355
H 4.180 0.056 0.551
H -0.484 -5.178 -3.675
H -1.565 -1.018 2.883
H 4.362 0.563 3.704
H 4.832 4.949 2.308
H 1.124 0.104 0.634
H -5.867 1.969 -2.469
H -1.866 1.334 -3.819
H 0.905 -2.980 -0.001
*
```

## Properties
relative energy (zero: lowest compared OMol25 entry of this formula, charge and spin): 6.90 kcal/mol
structure (SMILES): CCOC(=O)N1CCN(C(=O)c2ccc(S(=O)(=O)c3ccc(C)cc3)c(NC(C)=O)c2)CC1

=====

Entry 2:
Molecular formula: C23H27N4SSi2Tl
Method: DFT, ωB97M-V/def2-TZVPD

ORCA input file:
```
! RIJCOSX wB97M-V def2-TZVPD def2/J DEFGRID3
* xyz 0 1
Tl 0.920 0.883 0.390
S 2.558 1.253 2.411
Si -0.219 3.005 -0.363
Si 1.982 0.501 -1.879
N 0.445 -0.879 1.972
N 2.966 -0.479 4.336
N 1.260 -1.102 3.023
N -1.099 -0.597 -0.218
C -0.387 3.669 -4.453
C -1.867 -0.390 -1.282
C -0.515 -1.723 1.809
C 0.454 2.728 -5.025
C 1.119 1.827 -4.211
C -0.749 -5.228 3.179
C -2.557 -2.339 0.485
C 1.674 -1.160 -2.717
C -0.506 -4.164 2.322
C -0.749 -2.861 2.738
C -3.356 -2.119 -0.623
C -1.418 -1.552 0.656
C 2.194 -0.201 3.257
C -1.245 -4.994 4.452
C -1.238 -2.629 4.020
C -0.544 3.690 -3.076
C -2.074 3.220 -0.109
C -1.490 -3.693 4.871
C 0.120 2.791 -2.232
C 0.668 4.559 0.218
C 0.977 1.830 -2.818
C -3.009 -1.131 -1.532
C 3.809 0.930 -2.016
H -0.917 4.380 -5.073
H 4.417 0.173 -1.516
H -1.411 -1.612 4.346
H -1.440 -5.824 5.119
H -3.607 -0.933 -2.410
H -2.808 -3.100 1.209
H 1.772 1.096 -4.678
H -2.459 4.090 -0.647
H 4.024 1.892 -1.548
H 0.478 4.738 1.277
H -1.874 -3.507 5.866
H -2.634 2.344 -0.441
H 1.747 4.473 0.081
H -0.121 -4.346 1.326
H 2.854 -1.383 4.765
H -1.208 4.435 -2.647
H -1.545 0.398 -1.957
H 0.329 5.433 -0.345
H 0.620 -1.441 -2.666
H -4.247 -2.716 -0.774
H 0.589 2.696 -6.099
H 2.253 -1.942 -2.222
H 1.966 -1.145 -3.770
H -0.551 -6.240 2.850
H 3.812 0.040 4.477
H 4.123 0.987 -3.061
H -2.285 3.367 0.952
*
```

## Properties
relative energy (zero: lowest compared OMol25 entry of this formula, charge and spin): 0.48 kcal/mol

=====

Entry 3:
Molecular formula: C23H27N5O
Method: DFT, ωB97M-V/def2-TZVPD

ORCA input file:
```
! RIJCOSX wB97M-V def2-TZVPD def2/J DEFGRID3
* xyz 0 1
O -1.256 -2.332 1.463
N 2.202 -0.419 -2.838
N -0.082 3.651 2.066
N -1.025 1.559 2.044
N 0.769 -2.323 0.507
N 0.388 -0.524 3.449
C -1.974 -2.208 -6.142
C -2.241 3.411 3.062
C 2.210 -2.229 0.447
C 0.239 1.067 1.534
C 1.147 -0.329 -5.109
C 0.541 -1.880 2.962
C -1.192 5.561 2.968
C 0.330 -1.622 -3.204
C -0.850 -1.709 -5.283
C -0.133 4.943 2.331
C -1.112 2.869 2.417
C 1.070 0.514 2.703
C -2.268 4.759 3.334
C 0.756 -1.821 -1.857
C 2.660 -1.031 -0.408
C 0.089 -0.826 -5.838
C -0.731 -2.106 -3.967
C -0.944 -0.102 3.836
C -1.770 0.495 2.682
C -0.047 -2.193 1.580
C 1.888 -1.081 -1.679
C 1.265 -0.732 -3.787
C 0.157 -2.655 -0.776
H -0.820 0.668 4.609
H 3.735 -1.098 -0.594
H 1.260 1.341 3.397
H -1.475 -0.950 4.268
H 2.467 -0.092 0.119
H -1.969 -0.278 1.936
H -3.126 5.191 3.830
H 2.584 -3.148 -0.021
H -1.448 -2.785 -3.528
H -2.723 0.855 3.061
H 1.862 0.350 -5.552
H 0.003 -2.529 3.660
H 1.601 -2.130 3.027
H 2.641 -2.156 1.443
H 0.738 5.506 2.015
H -2.620 -2.881 -5.585
H 2.978 0.207 -2.963
H 0.308 -3.725 -0.985
H 0.023 0.283 0.802
H 0.760 1.894 1.053
H -0.028 -0.531 -6.870
H -2.574 -1.374 -6.505
H -3.080 2.794 3.336
H -0.918 -2.479 -0.688
H -1.584 -2.739 -7.010
H -1.183 6.620 3.170
H 2.032 0.130 2.360
*
```

## Properties
relative energy (zero: lowest compared OMol25 entry of this formula, charge and spin): 0.00 kcal/mol
structure (SMILES): Cc1ccc2[nH]c3c(c2c1)CN(C(=O)CN1CCN(c2ccccn2)CC1)CC3

=====

Entry 4:
Molecular formula: C23H27N5O4
Method: DFT, ωB97M-V/def2-TZVPD

ORCA input file:
```
! RIJCOSX wB97M-V def2-TZVPD def2/J DEFGRID3
* xyz 0 1
O 0.484 -2.474 3.061
O 3.024 -2.856 -0.426
O 3.105 3.181 -3.902
O -0.037 6.169 -3.241
N -4.749 0.958 3.814
N -4.969 -0.879 1.640
N 0.903 4.444 -2.259
N 3.807 2.189 -2.025
N -0.887 -4.204 2.578
C 0.464 5.061 -3.360
C 1.222 0.353 -0.305
C 0.540 1.974 -2.132
C 0.531 4.440 -4.739
C 1.665 -0.240 -2.630
C -5.810 0.950 2.983
C -2.207 -4.833 2.674
C -5.919 0.042 1.908
C -2.668 0.001 4.372
C -3.795 0.043 3.552
C 0.267 -5.075 2.340
C 2.298 -1.427 -2.210
C 2.889 2.854 -2.742
C -1.657 -0.938 4.146
C 1.853 -0.834 0.117
C 1.129 0.651 -1.680
C -0.670 -2.859 2.898
C 1.545 3.136 -2.029
C -3.902 -0.875 2.466
C -1.754 -1.868 3.095
C -2.880 -1.804 2.249
C 2.396 -1.723 -0.833
C 5.117 1.783 -2.529
H -0.244 4.888 -5.359
H 0.959 -4.612 1.627
H -0.045 -6.035 1.919
H 1.812 3.166 -0.972
H -0.787 -0.953 4.800
H 5.670 2.658 -2.875
H 1.504 4.659 -5.173
H -6.800 0.087 1.275
H 1.613 -0.002 -3.684
H 0.802 -5.263 3.276
H -2.112 -5.889 2.948
H -2.592 0.710 5.190
H -2.820 -4.354 3.444
H -0.330 2.200 -1.514
H 5.684 1.285 -1.741
H 2.716 -2.102 -2.941
H 0.774 5.014 -1.439
H -2.728 -4.773 1.713
H -2.979 -2.472 1.400
H 3.331 -3.382 -1.164
H 3.547 1.883 -1.100
H 0.194 1.866 -3.158
H 1.923 -1.079 1.168
H 0.813 1.033 0.431
H 4.990 1.096 -3.368
H 0.381 3.367 -4.696
H -6.610 1.665 3.145
*
```

## Properties
relative energy (zero: lowest compared OMol25 entry of this formula, charge and spin): 28.44 kcal/mol
structure (SMILES): CNC(=O)[C@H](Cc1ccc(O)cc1)NC(C)=O.CN(C)C(=O)c1ccc2nccnc2c1

=====

Entry 5:
Molecular formula: C23H27N5PdSi
Method: DFT, ωB97M-V/def2-TZVPD

ORCA input file:
```
! RIJCOSX wB97M-V def2-TZVPD def2/J DEFGRID3
* xyz 0 1
Pd 0.084 -1.468 0.240
Si 0.239 -3.808 -0.161
N 2.785 -0.094 -0.051
N 2.173 -0.750 0.949
N -2.941 -0.037 0.168
N -0.049 0.732 0.041
N -2.192 -1.107 -0.108
C -2.418 1.162 0.692
C -4.314 -1.591 -0.580
C 3.000 -1.723 1.321
C 0.914 1.412 -0.641
C -2.999 -2.054 -0.559
C -2.916 3.285 1.791
C 2.296 1.088 -0.632
C -0.947 -4.462 1.267
C -1.039 1.481 0.616
C 3.880 4.174 -2.195
C -3.310 2.065 1.273
C 0.557 2.567 -1.379
C -4.238 -0.299 -0.113
C 2.843 3.182 -1.761
C -0.481 -4.584 -1.809
C 1.480 3.427 -1.917
C -0.660 2.701 1.225
C -1.555 3.576 1.781
C 4.155 -1.716 0.536
C 1.897 -4.805 0.122
C 3.984 -0.664 -0.333
C 3.217 1.993 -1.152
C -3.916 4.250 2.352
H -4.358 1.815 1.325
H -1.191 4.496 2.210
H 4.597 4.348 -1.393
H 4.984 -2.390 0.598
H -5.190 -2.123 -0.887
H -2.611 -3.005 -0.866
H 2.663 -4.536 -0.599
H -1.917 -3.973 1.231
H 4.602 -0.319 -1.135
H 3.416 5.123 -2.452
H -0.752 -5.623 -1.640
H -1.366 -4.067 -2.165
H -4.436 3.819 3.206
H -5.022 0.419 -0.004
H 2.743 -2.375 2.136
H -0.496 2.791 -1.468
H -3.425 5.166 2.669
H 4.270 1.789 -1.032
H -1.105 -5.533 1.168
H -4.665 4.505 1.605
H 1.144 4.315 -2.436
H 0.248 -4.554 -2.613
H 4.440 3.813 -3.058
H 2.302 -4.628 1.114
H -0.521 -4.270 2.247
H 1.721 -5.872 0.019
H 0.394 2.934 1.240
*
```

## Properties
relative energy (zero: lowest compared OMol25 entry of this formula, charge and spin): 42.29 kcal/mol

=====

Entry 6:
Molecular formula: C23H27N7STc
Method: DFT, ωB97M-V/def2-TZVPD

ORCA input file:
```
! RIJCOSX wB97M-V def2-TZVPD def2/J DEFGRID3
* xyz 4 4
Tc 0.405 0.510 0.735
S 4.729 1.140 -0.869
N 0.060 -3.229 -1.274
N -0.002 2.176 -0.642
N -0.054 -1.088 -0.291
N 1.768 -2.493 0.090
N 0.906 -0.546 2.538
N 0.814 3.569 -2.187
N 2.297 0.912 -0.131
C 1.088 2.561 -1.364
C -0.203 0.097 4.695
C -1.568 -1.610 -2.150
C -1.195 -3.069 -2.032
C -1.331 0.608 5.325
C 0.588 -2.294 -0.512
C 3.582 2.143 -1.617
C -2.359 3.073 -0.559
C -1.287 0.463 2.567
C -2.633 4.931 -2.119
C -2.423 0.962 3.204
C 2.209 -4.442 -1.299
C -1.300 4.879 -2.581
C -0.205 0.002 3.319
C -0.524 3.913 -2.014
C 0.702 -4.566 -1.374
C -3.145 4.031 -1.115
C 3.510 0.451 0.087
C -1.013 3.002 -1.011
C -2.437 1.026 4.587
C 2.338 1.901 -1.114
C 2.584 -3.722 -0.022
C -1.452 -0.980 -0.776
H -1.038 -3.509 -3.015
H 3.884 2.853 -2.375
H 3.633 -3.431 -0.021
H -1.355 0.666 6.406
H -2.589 -1.519 -2.519
H -0.908 -1.099 -2.855
H -1.430 0.325 1.467
H 1.464 4.038 -2.808
H 1.787 -0.325 3.006
H 2.586 -3.904 -2.171
H 0.307 -5.200 -0.577
H 2.403 -4.352 0.850
H 0.849 -1.565 2.502
H -2.123 -1.470 -0.063
H -3.299 5.681 -2.533
H -1.726 0.078 -0.822
H 0.647 -0.239 5.278
H -2.730 2.402 0.204
H -0.940 5.573 -3.331
H 2.088 -1.760 0.694
H -1.977 -3.643 -1.532
H 2.657 -5.434 -1.306
H -3.287 1.277 2.635
H 0.393 -4.994 -2.324
H -4.177 4.144 -0.808
H 3.747 -0.303 0.824
H -3.315 1.397 5.098
*
```

## Properties
relative energy (zero: lowest compared OMol25 entry of this formula, charge and spin): 13.75 kcal/mol